The following is a quantum chemistry calculation of C28H29N5O4 in the gas phase, from the Open Molecules 2025 dataset.

```
! wB97M-V def2-TZVPD RIJCOSX def2/J DEFGRID3
* xyz 0 1
C 4.3685 -4.3145 -1.4954
H 4.9132 -3.6334 -2.1472
O 3.8516 -3.5152 -0.4604
C 3.1237 -4.1177 0.5187
C 2.8218 -5.4681 0.5828
C 2.0576 -5.9689 1.6281
C 1.5901 -5.1289 2.6146
C 1.8853 -3.7703 2.5732
C 2.6468 -3.2611 1.5315
O 2.9976 -1.9472 1.4231
C 2.3600 -1.0231 2.2968
N 1.0160 -0.7236 1.8304
C -0.1163 -1.3946 2.2396
O -1.2169 -1.1615 1.7759
N 0.0476 -2.3059 3.2426
H -0.7561 -2.8964 3.3913
C 1.3526 -2.8145 3.6171
C 2.2746 -1.6074 3.7076
H 1.8678 -0.8646 4.3929
H 3.2702 -1.9040 4.0372
H 1.2552 -3.3214 4.5826
C 0.8436 0.1559 0.7252
C -0.0594 1.2007 0.8496
C -0.3376 2.0082 -0.2436
C 0.3495 1.8179 -1.4358
C 1.2755 0.7950 -1.5427
C 1.5108 -0.0541 -0.4755
H 2.2098 -0.8716 -0.5667
H 1.8047 0.6436 -2.4719
H 0.1454 2.4688 -2.2728
C -1.3421 3.1133 -0.1603
O -1.0267 4.2746 -0.3425
N -2.6117 2.7398 0.1515
C -3.0982 1.3783 0.1146
H -2.3512 0.6662 0.4605
H -3.9545 1.3245 0.7926
C -3.5296 1.0457 -1.3344
N -3.9108 2.2644 -2.0189
C -3.1016 2.8425 -2.9682
N -3.2161 4.1651 -3.1035
C -2.4962 4.7836 -4.0196
C -1.6131 4.1407 -4.8669
C -1.5147 2.7589 -4.7575
C -2.2656 2.0932 -3.8129
H -2.2109 1.0183 -3.7430
H -0.8564 2.2030 -5.4110
H -1.0314 4.6902 -5.5893
H -2.6383 5.8559 -4.0636
C -4.6318 3.1630 -1.1398
H -5.4559 2.5973 -0.6970
C -3.6775 3.7040 -0.0536
H -3.2098 4.6333 -0.3839
H -4.2107 3.8766 0.8867
H -5.0302 3.9838 -1.7331
H -4.3796 0.3538 -1.3248
H -2.7017 0.5680 -1.8546
H -0.5557 1.3681 1.7931
C 3.2177 0.2413 2.2788
H 2.7174 1.0349 2.8261
H 4.1776 0.0288 2.7409
H 3.3876 0.5638 1.2566
H 0.9964 -5.5150 3.4296
H 1.8310 -7.0232 1.6602
H 3.1727 -6.1431 -0.1808
H 5.0564 -5.0751 -1.1119
H 3.5704 -4.8006 -2.0663
*
```

Energy in hartree: -1659.18542
SMILES: COc1cccc2c1O[C@]1(C)C[C@H]2NC(=O)N1c1cccc(C(=O)N2CCN(c3ccccn3)CC2)c1
E_LUMO in eV: 0.61
HOMO in Eh: -0.284

---

The following is a quantum chemistry calculation of a molecular structure, C28H29N5O5SSn, from the Open Molecules 2025 dataset.

```
! wB97M-V def2-TZVPD RIJCOSX def2/J DEFGRID3
* xyz 2 1
Sn -0.1693 -0.0952 -0.4173
C -1.1911 -2.1695 2.3951
C -1.4297 -0.7067 2.5732
C -2.2726 -0.2779 3.5984
C -2.4585 1.0653 3.8244
C -1.7513 1.9801 3.0513
C -0.9297 1.5074 2.0549
N -0.8061 0.1871 1.7895
C -0.0570 2.4089 1.2611
C 0.1220 3.7553 1.5103
C 1.0588 4.4450 0.7517
C 1.8536 3.7705 -0.1568
C 1.6521 2.4098 -0.3382
N 0.6546 1.7991 0.3083
C 2.5699 1.5231 -1.0872
C 3.3663 1.9798 -2.1137
C 4.2665 1.0850 -2.6828
C 4.3687 -0.1771 -2.1414
C 3.5398 -0.5514 -1.0783
C 3.7695 -1.8698 -0.4021
N 2.6098 0.2718 -0.6027
H -0.9475 -2.6060 3.3643
H -2.0958 -2.6539 2.0311
H -0.3789 -2.3659 1.7073
H -2.7648 -1.0203 4.2113
H -3.1185 1.4081 4.6098
H -1.8370 3.0394 3.2384
H -0.4347 4.2623 2.2828
H 1.2079 5.5038 0.9159
H 2.6545 4.2778 -0.6737
H 3.2744 2.9906 -2.4846
H 4.8906 1.3840 -3.5136
H 5.1019 -0.8812 -2.5118
H 4.7594 -1.8568 0.0573
H 3.0430 -2.0553 0.3833
H 3.7734 -2.6942 -1.1173
C -5.3271 -4.5804 0.3563
O -5.8754 -3.2785 0.5564
C -5.1149 -2.2138 0.3123
C -5.7528 -0.9679 0.4905
C -5.0633 0.1729 0.2193
C -3.7081 0.1517 -0.1990
C -3.0166 1.3626 -0.5098
C -3.7237 2.6771 -0.6571
O -1.7705 1.3997 -0.6725
C -3.0697 -1.1048 -0.3344
O -1.8178 -1.2236 -0.7659
C -3.7866 -2.2772 -0.0917
H -6.1204 -5.2769 0.6047
H -4.4749 -4.7454 1.0185
H -5.0321 -4.7155 -0.6851
H -6.7858 -0.9522 0.8063
H -5.5724 1.1180 0.3384
H -4.7741 2.5911 -0.9108
H -3.2100 3.2530 -1.4246
H -3.6356 3.2291 0.2832
H -3.2839 -3.2170 -0.2639
O -0.1763 0.4492 -4.7959
S -0.7037 0.4558 -3.4582
N 0.2996 0.1775 -2.3789
C 1.0096 -2.9110 -2.4560
C 0.8901 -2.9900 -0.9737
N 1.0412 -4.1692 -0.4014
O 0.6454 -2.0057 -0.2156
H 1.7001 -3.6674 -2.8258
H 1.3269 -1.9212 -2.7667
H 0.0266 -3.1049 -2.8929
H 1.2647 -4.9864 -0.9461
H 0.9554 -4.2628 0.5990
*
```

Energy in hartree: -2346.44654
E_LUMO in eV: -6.33
HOMO in Eh: -0.502

---

The following is a quantum chemistry calculation of a molecular structure, C28H29N9O6OsS3, from the Open Molecules 2025 dataset.

```
! wB97M-V def2-TZVPD RIJCOSX def2/J DEFGRID3
* xyz 0 1
Os -0.6055 0.0115 0.3189
O 3.0072 8.0705 5.2056
S 3.0728 6.7202 5.7240
O 3.8665 5.8042 4.9366
O 3.2234 6.5968 7.1566
C 1.3150 6.1413 5.4728
N 0.3669 6.8234 6.1110
C -0.8833 6.4224 5.8903
C -1.1796 5.3527 5.0599
C -0.1088 4.6886 4.4684
N 1.1457 5.1080 4.6716
C -0.2290 3.5260 3.6019
C -1.3891 2.7468 3.5005
C -1.4098 1.6529 2.6749
N -0.3545 1.2895 1.9124
C 0.7728 2.0273 2.0221
C 0.8736 3.1173 2.8403
H -1.6607 6.9852 6.3943
H -2.2080 5.0718 4.8700
H -2.2706 2.9859 4.0773
H -2.2835 1.0181 2.6131
H 1.6099 1.7043 1.4184
H 1.7989 3.6751 2.9117
O 2.4805 -5.8345 7.7213
S 2.5307 -6.2186 6.3269
O 3.3173 -5.3499 5.4771
O 2.6852 -7.6313 6.0583
C 0.7737 -5.8896 5.8075
N -0.1943 -6.6269 6.3453
C -1.4304 -6.3329 5.9465
C -1.6974 -5.3325 5.0219
C -0.6119 -4.6199 4.5262
N 0.6268 -4.9107 4.9394
C -0.6552 -3.5519 3.5345
C -1.7666 -3.2295 2.7444
C -1.6573 -2.2510 1.7906
N -0.5240 -1.5390 1.5880
C 0.5407 -1.8374 2.3635
C 0.5178 -2.8225 3.3098
H -2.2228 -6.9262 6.3878
H -2.7162 -5.1169 4.7240
H -2.6994 -3.7650 2.8455
H -2.4879 -2.0148 1.1384
H 1.4453 -1.2727 2.1749
H 1.3980 -3.0610 3.8945
C -1.8859 1.1675 -3.1150
C -2.2440 1.6956 -1.7140
C -3.7015 1.3273 -1.3846
C -2.0735 3.2236 -1.6389
N -1.3551 1.1044 -0.7851
H -2.6164 1.5208 -3.8398
H -1.8982 0.0771 -3.1060
H -0.8913 1.4998 -3.4113
H -4.3658 1.8461 -2.0734
H -3.9445 1.6307 -0.3663
H -3.8566 0.2532 -1.4899
H -2.5391 3.6856 -2.5071
H -1.0184 3.4961 -1.6117
H -2.5465 3.6061 -0.7344
C 5.2709 -1.5136 -2.1860
C 4.1372 -1.9990 -1.3504
C 4.2729 -2.8033 -0.2530
C 3.1123 -3.2061 0.4356
N 1.9109 -2.7521 0.0795
C 1.7797 -1.9678 -0.9737
S 0.2632 -1.4295 -1.5624
N 2.8856 -1.6141 -1.6999
C 3.1728 -4.1788 1.5583
H 6.2091 -1.9247 -1.8258
H 5.3297 -0.4244 -2.1480
H 5.1342 -1.8069 -3.2282
H 5.2468 -3.1265 0.0812
H 2.7298 -1.0525 -2.5268
H 4.1981 -4.4101 1.8350
H 2.6705 -5.1002 1.2565
H 2.6367 -3.8049 2.4316
*
```

Energy in hartree: -3313.72770
E_LUMO in eV: -3.16
HOMO in Eh: -0.273

---

The following is a quantum chemistry calculation of a molecular structure, C28H29NOS4SiTaTe, from the Open Molecules 2025 dataset.

```
! wB97M-V def2-TZVPD RIJCOSX def2/J DEFGRID3
* xyz 1 1
Ta -0.1089 0.1678 -0.9464
S 2.2160 0.9067 -1.2224
C 2.7915 1.5005 0.3322
C 4.1600 1.5657 0.5852
C 4.6337 2.1235 1.7621
C 3.7508 2.6460 2.6995
C 2.3881 2.5957 2.4549
C 1.9213 2.0060 1.2873
S 0.1641 1.9406 1.0147
C -0.2827 0.7972 2.3391
C 0.6149 -0.3950 2.2445
C 1.1602 -0.9574 3.3837
C 2.0069 -2.0463 3.2600
C 2.2607 -2.5435 1.9917
C 1.6699 -1.9376 0.8968
C 1.8685 -2.5086 -0.4752
S 0.2909 -2.4714 -1.3758
C -0.7358 -3.2674 -0.1630
C -0.5101 -4.5981 0.1670
C -1.2946 -5.2036 1.1341
C -2.3094 -4.4781 1.7471
C -2.5464 -3.1603 1.3913
C -1.7580 -2.5344 0.4276
S -2.1554 -0.8984 -0.1117
N 0.8702 -0.8682 1.0134
H 4.8497 1.1836 -0.1562
H 5.6997 2.1647 1.9415
H 4.1210 3.1016 3.6075
H 1.6882 3.0208 3.1647
H -1.3311 0.5406 2.1724
H -0.1842 1.2965 3.3003
H 0.9228 -0.5362 4.3507
H 2.4511 -2.5039 4.1336
H 2.8995 -3.4029 1.8434
H 2.2326 -3.5318 -0.4167
H 2.5678 -1.9112 -1.0638
H 0.2700 -5.1584 -0.3345
H -1.1240 -6.2384 1.3974
H -2.9311 -4.9474 2.4979
H -3.3541 -2.6051 1.8509
Te -1.9820 2.0903 -1.6392
C -2.8203 2.8887 0.1248
C -2.5997 4.2231 0.4488
C -3.1347 4.7482 1.6162
C -3.8880 3.9447 2.4630
C -4.1219 2.6179 2.1306
C -3.5962 2.0890 0.9568
H -2.0018 4.8494 -0.2015
H -2.9633 5.7878 1.8640
H -4.3059 4.3581 3.3715
H -4.7299 1.9949 2.7746
H -3.8002 1.0600 0.6891
C -1.7252 0.4133 -5.0846
Si -0.0059 0.0520 -4.5003
C 1.2250 1.3461 -4.9850
C 0.5239 -1.6507 -5.0129
O -0.0276 0.0544 -2.8082
H -1.7773 0.2487 -6.1641
H -2.0255 1.4437 -4.8906
H -2.4504 -0.2520 -4.6113
H 1.4157 1.3258 -6.0603
H 2.1751 1.1839 -4.4714
H 0.8655 2.3439 -4.7253
H 0.5643 -1.7030 -6.1040
H -0.1769 -2.4154 -4.6724
H 1.5187 -1.8971 -4.6350
*
```

Energy in hartree: -3421.69625
E_LUMO in eV: -3.60
HOMO in Eh: -0.379